Below is a molecular structure, C34H56F3N3OReSSi4, with properties calculated with the ωB97M-V functional and the def2-TZVPD basis.

Positions of all 103 atoms, in Å:
Re: 0.114 -0.237 -0.305
F: -0.953 2.172 -6.244
C: -1.629 1.457 -5.313
F: -2.791 1.105 -5.911
F: -0.949 0.323 -5.161
C: -1.898 2.276 -4.084
C: -2.782 3.331 -4.257
C: -3.095 4.149 -3.184
C: -2.494 3.862 -1.971
N: -1.638 2.879 -1.792
C: -1.316 2.082 -2.811
S: -0.143 0.851 -2.562
H: -3.236 3.495 -5.223
H: -3.775 4.976 -3.295
H: -2.718 4.447 -1.092
C: 4.061 0.143 2.295
Si: 3.384 -0.953 0.886
C: 4.699 -2.358 0.822
C: 3.664 0.004 -0.753
C: 1.588 -1.729 0.812
C: 1.712 -2.452 -0.462
C: 2.243 -3.715 -0.733
C: 2.407 -4.097 -2.049
C: 2.057 -3.217 -3.072
C: 1.503 -1.997 -2.732
N: 1.319 -1.653 -1.466
Si: 0.925 -2.826 2.257
C: -0.282 -2.059 3.527
C: -0.058 -4.340 1.622
C: 2.418 -3.496 3.265
H: 5.042 0.492 1.987
H: 4.200 -0.408 3.218
H: 3.458 1.014 2.506
H: 5.670 -1.933 0.591
H: 4.479 -3.092 0.053
H: 4.794 -2.881 1.767
H: 4.471 0.724 -0.659
H: 2.771 0.544 -1.071
H: 3.933 -0.683 -1.550
H: 2.541 -4.360 0.076
H: 2.811 -5.069 -2.286
H: 2.189 -3.484 -4.106
H: 1.195 -1.284 -3.485
H: -0.740 -1.158 3.139
H: 0.205 -1.809 4.464
H: -1.077 -2.761 3.755
H: -0.984 -3.999 1.170
H: -0.321 -4.997 2.444
H: 0.474 -4.933 0.889
H: 2.991 -2.686 3.703
H: 3.096 -4.087 2.662
H: 2.072 -4.126 4.077
C: -0.190 4.870 0.658
Si: 0.519 3.193 0.062
C: 2.201 3.116 0.999
C: 1.181 3.603 -1.696
C: -0.506 1.644 0.710
C: -0.078 1.590 2.131
C: -0.526 2.450 3.142
C: 0.005 2.342 4.409
C: 0.950 1.355 4.662
C: 1.300 0.517 3.620
N: 0.823 0.646 2.393
Si: -2.453 1.599 0.766
C: -3.505 1.005 -0.712
C: -3.347 3.178 1.402
C: -2.827 0.210 2.042
H: 0.503 5.655 0.369
H: -0.281 4.906 1.738
H: -1.150 5.117 0.225
H: 2.793 4.000 0.775
H: 2.786 2.249 0.710
H: 2.074 3.084 2.076
H: 2.025 4.276 -1.588
H: 0.445 4.107 -2.311
H: 1.534 2.734 -2.239
H: -1.274 3.190 2.929
H: -0.318 3.006 5.200
H: 1.399 1.248 5.638
H: 1.987 -0.302 3.769
H: -3.923 1.808 -1.305
H: -4.332 0.412 -0.335
H: -2.916 0.372 -1.359
H: -2.766 4.087 1.325
H: -3.627 3.062 2.443
H: -4.263 3.331 0.841
H: -2.396 -0.723 1.685
H: -3.896 0.057 2.160
H: -2.418 0.417 3.025
C: -1.225 -3.804 -1.837
C: -1.977 -2.502 -1.472
C: -3.328 -2.894 -0.837
C: -2.251 -1.772 -2.801
O: -1.317 -1.746 -0.509
H: -1.916 -4.487 -2.326
H: -0.823 -4.284 -0.954
H: -0.412 -3.600 -2.527
H: -3.932 -3.447 -1.552
H: -3.861 -1.999 -0.532
H: -3.151 -3.515 0.038
H: -2.611 -2.488 -3.534
H: -1.336 -1.324 -3.178
H: -3.004 -0.997 -2.693

The relative energy (zero: lowest compared OMol25 entry of this formula, charge and spin) comes out at 302.3 kJ/mol. The total energy is -3502.7195 Eh. As for the HOMO-LUMO gap (spin up / spin down): 5.9 / 6.2 eV. The highest occupied orbital energy (spin up / spin down) comes out at -7.51 / -7.31 eV. As for the spin multiplicity: 2.